Record 1
C37H91N3O17 | ωB97M-V/def2-TZVPD

Atoms and positions in Å:
1 C 0.61990 -0.47128 -1.75762
2 N 0.63382 -0.54754 -0.30287
3 C -0.33094 -1.24084 0.33441
4 C -0.23149 -1.17190 1.83874
5 O -1.12319 -1.95288 -0.25970
6 H 1.24432 0.34298 -2.12580
7 H -0.37222 -0.29881 -2.17162
8 H 1.02961 -1.39629 -2.16865
9 H 1.39675 -0.05833 0.14021
10 H -0.40735 -2.14778 2.30771
11 H -0.96359 -0.52184 2.31944
12 H 0.75943 -0.99336 2.26447
13 C -3.33923 -2.57186 -2.83708
14 N -3.63644 -2.88323 -1.41997
15 C -4.84023 -2.91854 -0.81465
16 C -4.80797 -3.63375 0.52804
17 O -5.87019 -2.46922 -1.29255
18 H -3.83060 -3.26436 -3.51162
19 H -2.25681 -2.62776 -2.91233
20 H -3.64038 -1.52310 -2.88101
21 H -2.78619 -2.87851 -0.88119
22 H -5.36325 -4.57260 0.51481
23 H -5.27064 -3.05275 1.32268
24 H -3.76851 -3.89291 0.72747
25 C 2.19827 2.22745 3.26427
26 N 2.92696 2.99751 2.29061
27 C 3.40458 2.45226 1.14584
28 C 3.99302 3.43447 0.14476
29 O 3.34884 1.25528 0.91713
30 H 1.96966 2.93082 4.07258
31 H 2.71634 1.36722 3.68338
32 H 1.17860 1.92696 3.00098
33 H 3.12438 3.94838 2.53635
34 H 3.96814 2.94446 -0.82291
35 H 4.99545 3.74282 0.44223
36 H 3.40179 4.35159 0.12980
37 C 2.66176 -3.10440 8.25884
38 O 3.00527 -3.11523 6.90642
39 C 2.73973 -1.87306 6.25984
40 C 3.09876 -1.76170 4.80007
41 O 4.48934 -1.92126 4.64994
42 C 4.90883 -1.78735 3.29737
43 H 2.48892 -4.13639 8.58400
44 H 1.70324 -2.60342 8.42418
45 H 3.48460 -2.79840 8.91224
46 H 3.19100 -1.18188 6.98646
47 H 1.65748 -1.69905 6.37352
48 H 2.74960 -0.80937 4.39437
49 H 2.58926 -2.55900 4.24644
50 H 4.35744 -2.51638 2.69938
51 H 5.97952 -1.94140 3.20271
52 H 4.69646 -0.76726 2.96195
53 C -1.24489 4.14339 -3.44849
54 O -2.28018 3.43347 -2.83207
55 C -2.04313 3.00346 -1.52525
56 C -3.31872 2.56714 -0.84196
57 O -4.27276 3.61877 -0.74895
58 C -4.04846 4.41496 0.39099
59 H -0.46770 3.40482 -3.70837
60 H -0.75680 4.90568 -2.83456
61 H -1.55317 4.55920 -4.40546
62 H -1.60223 3.77272 -0.87872
63 H -1.33105 2.16689 -1.56558
64 H -3.21180 2.12206 0.15759
65 H -3.82169 1.70089 -1.28586
66 H -4.23493 3.78244 1.27851
67 H -4.82843 5.17232 0.42160
68 H -3.05237 4.81998 0.59766
69 C 2.01741 1.86450 -5.51998
70 O 2.60628 3.11579 -5.24042
71 C 3.99330 3.13349 -5.45686
72 C 4.37543 3.38023 -6.90603
73 O 3.88279 4.65947 -7.26792
74 C 4.48827 5.20358 -8.43356
75 H 0.96502 1.90796 -5.82369
76 H 1.86655 1.31308 -4.58328
77 H 2.54802 1.35064 -6.31976
78 H 4.45415 2.20557 -5.09027
79 H 4.41957 3.92532 -4.83982
80 H 4.06887 2.60734 -7.61851
81 H 5.47354 3.42907 -6.94521
82 H 3.67599 5.55724 -9.07213
83 H 5.05910 4.48436 -9.02419
84 H 5.10994 6.04257 -8.11651
85 C -2.64458 1.26850 -5.36387
86 O -1.93224 0.25028 -6.02606
87 C -2.62663 -0.98149 -6.05579
88 C -1.80428 -2.12791 -6.60340
89 O -0.78705 -2.53997 -5.71116
90 C 0.20338 -1.59933 -5.38659
91 H -3.50656 1.61963 -5.94068
92 H -1.95147 2.11248 -5.41446
93 H -2.88935 1.14055 -4.30867
94 H -3.54065 -0.80130 -6.63998
95 H -2.97957 -1.28850 -5.06384
96 H -1.40844 -1.73381 -7.54822
97 H -2.47559 -2.97576 -6.69536
98 H 0.64817 -1.17122 -6.29353
99 H 0.97523 -2.06912 -4.78022
100 H -0.21298 -0.75546 -4.82944
101 C -1.49976 3.14879 3.35150
102 O -1.19769 1.89331 3.97395
103 C -1.17398 1.85914 5.38057
104 C -1.58478 0.52457 5.95362
105 O -0.76515 -0.48404 5.37479
106 C -1.30113 -1.77251 5.61549
107 H -0.53310 3.65562 3.24943
108 H -2.05812 3.85975 3.96581
109 H -1.97698 2.84707 2.42748
110 H -1.78700 2.66888 5.80417
111 H -0.18918 2.21667 5.72069
112 H -2.63327 0.31380 5.71124
113 H -1.52151 0.50426 7.04678
114 H -2.24596 -1.97160 5.10413
115 H -1.28242 -2.03289 6.67668
116 H -0.55520 -2.39820 5.11476
117 C 3.44715 -2.87544 -0.61533
118 O 4.43960 -3.82029 -0.26557
119 C 4.89912 -4.60145 -1.38060
120 C 6.12076 -5.33238 -0.86608
121 O 6.52940 -6.36445 -1.73440
122 C 7.64570 -7.08737 -1.25156
123 H 3.88514 -1.87711 -0.67347
124 H 2.52094 -3.04416 -0.07427
125 H 3.15106 -2.97511 -1.67167
126 H 5.12489 -3.87830 -2.16482
127 H 4.11344 -5.34802 -1.53340
128 H 5.88058 -5.71328 0.13371
129 H 6.95036 -4.62581 -0.73186
130 H 8.45366 -6.47150 -0.85307
131 H 7.94940 -7.64170 -2.13844
132 H 7.37488 -7.82451 -0.48929
133 C -7.73955 1.98404 5.41904
134 O -6.79003 1.60332 4.47452
135 C -7.32156 0.64674 3.53920
136 C -6.11081 0.00554 2.89072
137 O -5.20535 0.92844 2.37768
138 C -3.92506 0.34960 2.22436
139 H -8.72810 2.20354 4.98442
140 H -7.39864 2.82397 6.01891
141 H -8.03606 1.19369 6.13075
142 H -7.92717 1.29755 2.89372
143 H -8.00139 -0.08110 3.98940
144 H -6.40694 -0.75302 2.15205
145 H -5.73409 -0.65544 3.68895
146 H -3.30785 1.09174 1.71205
147 H -4.01013 -0.53864 1.59037
148 H -3.41331 0.17513 3.17719

Forces on atoms 1 to 3 (eV/Å):
0.398 -0.253 -0.220
-0.235 0.720 -1.256
1.336 -0.296 0.922

The charge is 0. The energy above the lowest of the compared OMol25 structures with the same formula, charge and spin comes out at 47.90 kcal per mole. Its structure (SMILES) is CNC(C)=O.CNC(C)=O.CNC(C)=O.COCCOC.COCCOC.COCCOC.COCCOC.COCCOC.COCCOC.COCCOC.



Record 2
C24H37F8N2O5 | ωB97M-V/def2-TZVPD

Atoms and positions in Å:
1 O 4.08925 0.16780 0.71943
2 C 2.94595 0.55915 0.68413
3 C 1.86687 -0.00757 -0.22891
4 N 2.17041 -1.36580 -0.70100
5 C 2.11505 -2.46819 0.10455
6 C 2.44871 -3.53411 -0.61262
7 N 2.72112 -3.03049 -1.85003
8 F 3.11936 -3.85117 -2.81974
9 C 2.54673 -1.72105 -1.91105
10 C 2.80186 -0.92017 -3.17310
11 F 2.80644 -1.70190 -4.24737
12 F 1.81296 -0.03352 -3.33598
13 C 4.13742 -0.11938 -3.15473
14 F 4.19260 0.65617 -2.07954
15 F 4.10005 0.69228 -4.21575
16 C 5.42155 -0.97863 -3.30820
17 F 6.43808 -0.24241 -2.90118
18 F 5.60080 -1.34411 -4.55550
19 F 5.37525 -2.07479 -2.53440
20 H 2.62020 1.36877 1.36377
21 H 0.90912 -0.04337 0.30095
22 H 1.75932 0.63935 -1.09498
23 H 1.85001 -2.44826 1.14230
24 H 2.50572 -4.57616 -0.34739
25 C -3.10959 -0.18349 1.31003
26 C -3.51203 1.00414 0.44400
27 C -2.16452 1.55168 0.01319
28 O -1.26420 0.42614 -0.04862
29 C -1.88789 -0.70776 0.57305
30 H -3.89118 -0.93323 1.41971
31 H -2.82618 0.16240 2.30716
32 H -4.07122 0.65388 -0.42756
33 H -4.11730 1.74270 0.96173
34 H -1.76950 2.26155 0.74605
35 H -2.19909 2.04131 -0.95953
36 H -2.17168 -1.41533 -0.21391
37 H -1.17152 -1.19787 1.23986
38 C 1.23054 4.48269 4.34376
39 C 0.74196 3.22460 5.05156
40 C 0.07587 2.46637 3.91413
41 O 0.78321 2.81856 2.71620
42 C 1.64285 3.93703 2.98636
43 H 2.04368 4.98963 4.85980
44 H 0.40581 5.18957 4.22932
45 H 1.59405 2.65750 5.43368
46 H 0.06569 3.42147 5.88129
47 H -0.96979 2.76826 3.79356
48 H 0.11040 1.38413 4.05036
49 H 2.67811 3.57745 3.00243
50 H 1.54335 4.67137 2.18670
51 C -5.13624 6.27718 1.38564
52 C -6.40446 5.65693 0.81188
53 C -5.86455 4.39737 0.15236
54 O -4.72240 3.99202 0.91962
55 C -4.35698 5.04550 1.82008
56 H -5.31772 6.97276 2.20317
57 H -4.59305 6.80797 0.60033
58 H -7.08878 5.39327 1.62145
59 H -6.93499 6.30438 0.11606
60 H -5.53452 4.59503 -0.87275
61 H -6.59309 3.58613 0.13136
62 H -4.63325 4.73869 2.83458
63 H -3.27652 5.19413 1.78472
64 C 1.83210 -7.55924 -3.48793
65 C 0.41557 -7.03015 -3.30060
66 C 0.22167 -7.17205 -1.79959
67 O 1.51845 -7.01092 -1.20261
68 C 2.52113 -7.06001 -2.22766
69 H 2.31215 -7.21097 -4.40117
70 H 1.82569 -8.65050 -3.50113
71 H 0.37336 -5.97476 -3.58577
72 H -0.33472 -7.56724 -3.87726
73 H -0.15148 -8.16542 -1.53619
74 H -0.46173 -6.42666 -1.39072
75 H 2.90011 -6.04362 -2.34371
76 H 3.33956 -7.70703 -1.91210

Forces on atoms 1 to 3 (eV/Å):
-0.963 -0.136 -0.257
1.074 -0.068 0.503
-0.095 -0.026 0.281

For the total energy, the calculation gives -2220.94775 hartree. The charge is +1.



Record 3
C4H11NO3 | ωB97M-V/def2-TZVPD

Atoms and positions in Å:
1 C 1.80941 -1.05842 -0.34639
2 C 1.01978 -0.25733 -1.33802
3 O 1.79181 0.42766 -2.25230
4 C -0.31289 -0.18274 -1.37559
5 N -1.20686 -0.73256 -0.43348
6 O -0.93254 0.55093 -2.38166
7 H 1.56822 -2.11850 -0.42029
8 H 2.86192 -0.92384 -0.57616
9 H 1.62774 -0.73086 0.67596
10 H 1.19462 0.87987 -2.86086
11 H -1.76753 -1.48529 -0.82162
12 H -0.71468 -1.06333 0.38616
13 H -1.85666 0.65135 -2.13055
14 C -1.11805 1.00248 2.55605
15 O 0.11105 0.63269 1.97734
16 H -1.12281 2.05725 2.84905
17 H -1.24088 0.38886 3.44695
18 H -1.95173 0.81394 1.87260
19 H 0.24007 1.14785 1.17281

Forces on atoms 1 to 3 (eV/Å):
-0.152 0.138 -0.209
-0.393 0.062 -0.078
-0.012 0.032 0.032

The charge is 0. The energy above the lowest of the compared OMol25 structures with the same formula, charge and spin comes out at 48.55 kcal per mole. Its structure (SMILES) is C/C(O)=C(\N)O.CO.



Record 4
C5H12NO | ωB97M-V/def2-TZVPD

Atoms and positions in Å:
1 C -1.04764 -1.55014 -1.30006
2 C -0.20773 -0.33356 -0.87815
3 N 0.45529 0.22491 -2.01012
4 C 0.87752 -0.64100 0.23882
5 C 1.22575 0.72705 0.95448
6 C -0.06744 0.85314 1.91385
7 O -1.16961 0.94712 1.25550
8 H -1.75111 -2.00146 -0.59259
9 H -1.87037 -1.41597 -1.99937
10 H -0.51218 -2.42737 -1.50694
11 H -0.92121 0.41002 -0.24496
12 H 0.58574 -0.58501 -2.71413
13 H -0.08577 0.98389 -2.45459
14 H 0.73021 -1.50273 0.89303
15 H 1.74338 -1.16499 -0.08843
16 H 1.26228 1.50549 0.18774
17 H 2.05991 0.77766 1.72274
18 H 0.03064 0.13481 2.79434
19 H 0.21561 1.80141 2.45628

Forces on atoms 1 to 3 (eV/Å):
-1.730 0.122 1.401
-1.446 -0.383 2.637
0.572 -0.534 -2.649

The charge is -1. The energy above the lowest of the compared OMol25 structures with the same formula, charge and spin comes out at 51.41 kcal per mole. Its structure (SMILES) is C[C@H](N)CCC[O-].



Record 5
C4H6N2 | ωB97M-V/def2-TZVPD

Atoms and positions in Å:
1 N 0.11737 1.44014 2.04259
2 C 0.00084 1.27000 0.89775
3 C -0.18989 0.27199 -0.10979
4 N -1.54016 -0.19166 -0.24769
5 C 0.76406 -0.19109 -1.16814
6 C 0.90034 -0.73684 0.22880
7 H -2.01901 -0.26669 0.64980
8 H -2.06064 0.47092 -0.81987
9 H 1.57842 0.46990 -1.48281
10 H 0.27373 -0.75055 -1.95019
11 H 0.37016 -1.22040 1.20314
12 H 1.80243 -0.37229 0.71126

Forces on atoms 1 to 3 (eV/Å):
-0.250 1.254 -0.842
0.335 0.163 1.907
0.466 1.078 -0.707

The charge is 0. The energy above the lowest of the compared OMol25 structures with the same formula, charge and spin comes out at 84.95 kcal per mole. Its structure (SMILES) is N#CC1(N)CC1.